C42H42BN13O2Sc | ωB97M-V/def2-TZVPD

Calculated values
electronic energy	-3273.33432	hartree
HOMO (alpha / beta)	-13.129 / -13.129	eV
frontier orbital gap (alpha / beta)	0.28824 / 0.19142	Ha
spin multiplicity	2
charge	+2
E_LUMO (alpha / beta)	-5.29 / -7.92	eV

Cartesian coordinates (Å):
1 Sc 0.06 -0.22 0.49
2 C 0.85 -2.92 -1.51
3 N 0.39 -1.56 -1.84
4 C 1.39 -0.95 -2.72
5 C 1.58 0.52 -2.54
6 C 2.29 1.22 -3.51
7 C 2.64 2.54 -3.27
8 C 2.26 3.11 -2.07
9 C 1.54 2.35 -1.17
10 N 1.17 1.08 -1.40
11 C -0.92 -1.56 -2.54
12 C -2.14 -1.34 -1.67
13 C -3.38 -1.11 -2.50
14 C -4.44 -0.76 -1.79
15 C -4.14 -0.74 -0.32
16 C -2.94 0.14 -0.10
17 N -1.90 -0.18 -0.75
18 C 1.69 -2.97 -0.26
19 C 2.62 -3.96 -0.09
20 C 3.28 -4.08 1.13
21 C 2.96 -3.19 2.15
22 C 2.04 -2.20 1.89
23 N 1.43 -2.07 0.70
24 H 1.41 -3.36 -2.34
25 H -0.02 -3.57 -1.37
26 H 1.16 -1.17 -3.77
27 H 2.36 -1.42 -2.52
28 H 2.58 0.72 -4.42
29 H 3.20 3.10 -4.01
30 H 2.53 4.13 -1.81
31 H 1.24 2.78 -0.23
32 H -1.06 -2.48 -3.11
33 H -0.91 -0.73 -3.25
34 H -3.35 -1.23 -3.58
35 H -5.43 -0.54 -2.19
36 H -4.98 -0.54 0.33
37 H -2.91 0.95 0.63
38 H 2.83 -4.66 -0.89
39 H 4.02 -4.85 1.28
40 H 3.43 -3.25 3.12
41 H 1.79 -1.47 2.65
42 C -2.15 -2.28 3.10
43 C -1.47 -1.00 3.47
44 C -1.57 -0.44 4.73
45 C -0.78 0.69 4.69
46 N -0.24 0.79 3.47
47 N -0.66 -0.25 2.68
48 B 0.55 2.04 3.00
49 N -0.33 2.77 1.95
50 C -0.77 4.04 1.86
51 C -1.39 4.21 0.65
52 C -1.28 2.99 0.01
53 C -1.69 2.74 -1.41
54 N -0.66 2.10 0.81
55 N 1.88 1.66 2.29
56 C 3.05 2.26 2.48
57 C 3.97 1.73 1.59
58 C 3.26 0.77 0.87
59 C 3.81 -0.06 -0.24
60 N 1.99 0.72 1.31
61 N 0.93 2.81 4.26
62 C 0.56 3.97 4.87
63 C 1.21 4.04 6.07
64 C 1.99 2.86 6.13
65 C 2.90 2.42 7.23
66 N 1.82 2.13 5.05
67 H -2.82 -2.56 3.91
68 H -2.75 -2.20 2.19
69 H -1.43 -3.08 2.98
70 H -2.14 -0.81 5.56
71 H -0.57 1.42 5.45
72 H -0.60 4.75 2.64
73 H -1.84 5.12 0.27
74 H -1.40 3.60 -2.02
75 H -1.23 1.86 -1.83
76 H -2.78 2.65 -1.51
77 H 3.18 3.03 3.22
78 H 5.01 1.99 1.48
79 H 4.68 -0.63 0.12
80 H 3.09 -0.77 -0.62
81 H 4.15 0.57 -1.05
82 H -0.15 4.67 4.46
83 H 1.15 4.83 6.80
84 H 3.01 3.20 7.98
85 H 2.50 1.53 7.73
86 H 3.88 2.17 6.85
87 O -0.30 -4.31 1.33
88 C -1.14 -3.94 0.55
89 N -1.37 -2.55 0.28
90 C -2.50 -2.47 -0.66
91 O -3.63 -2.06 0.07
92 C -2.71 -3.89 -1.15
93 C -3.60 -4.40 -2.09
94 C -3.69 -5.78 -2.20
95 C -2.94 -6.63 -1.39
96 C -2.06 -6.12 -0.45
97 C -1.97 -4.74 -0.35
98 H -4.21 -3.75 -2.71
99 H -4.38 -6.20 -2.92
100 H -3.05 -7.71 -1.49
101 H -1.48 -6.77 0.20

Here are the Mulliken charges for atoms 1 to 99, given in e: number 1, Sc, carries -0.78; number 2, C, carries -2.21; number 3, N, carries 1.20; number 4, C, carries -2.13; number 5, C, carries 0.45; number 6, C, carries -1.21; number 7, C, carries -0.95; number 8, C, carries -1.26; number 9, C, carries -0.76; number 10, N, carries 2.07; number 11, C, carries -2.53; number 12, C, carries 1.99; number 13, C, carries -1.29; number 14, C, carries -1.39; number 15, C, carries -0.45; number 16, C, carries -1.07; number 17, N, carries 1.28; number 18, C, carries 0.93; number 19, C, carries -0.95; number 20, C, carries -1.03; number 21, C, carries -1.15; number 22, C, carries -0.56; number 23, N, carries 2.37; number 24, H, carries 0.81; number 25, H, carries 0.39; number 26, H, carries 0.75; number 27, H, carries 0.76; number 28, H, carries 0.58; number 29, H, carries 0.45; number 30, H, carries 0.57; number 31, H, carries 0.45; number 32, H, carries 0.24; number 33, H, carries 0.99; number 34, H, carries 0.67; number 35, H, carries 0.55; number 36, H, carries 0.77; number 37, H, carries 0.72; number 38, H, carries 0.59; number 39, H, carries 0.47; number 40, H, carries 0.61; number 41, H, carries 0.34; number 42, C, carries -0.93; number 43, C, carries 0.15; number 44, C, carries -1.85; number 45, C, carries -0.14; number 46, N, carries 0.85; number 47, N, carries 1.09; number 48, B, carries -0.06; number 49, N, carries 0.21; number 50, C, carries 0.27; number 51, C, carries -2.07; number 52, C, carries 0.09; number 53, C, carries -1.03; number 54, N, carries 1.20; number 55, N, carries 0.27; number 56, C, carries 0.08; number 57, C, carries -2.06; number 58, C, carries 0.44; number 59, C, carries -1.31; number 60, N, carries 1.31; number 61, N, carries 0.52; number 62, C, carries -0.20; number 63, C, carries -1.21; number 64, C, carries 0.55; number 65, C, carries -1.34; number 66, N, carries -1.04; number 67, H, carries 0.50; number 68, H, carries -0.03; number 69, H, carries 0.15; number 70, H, carries 0.57; number 71, H, carries 0.38; number 72, H, carries 0.39; number 73, H, carries 0.60; number 74, H, carries 0.45; number 75, H, carries -0.05; number 76, H, carries 0.33; number 77, H, carries 0.59; number 78, H, carries 0.60; number 79, H, carries 0.45; number 80, H, carries 0.00; number 81, H, carries 0.28; number 82, H, carries 0.45; number 83, H, carries 0.48; number 84, H, carries 0.39; number 85, H, carries 0.28; number 86, H, carries 0.31; number 87, O, carries -0.59; number 88, C, carries -0.44; number 89, N, carries 0.94; number 90, C, carries 1.17; number 91, O, carries -0.53; number 92, C, carries 0.20; number 93, C, carries -0.61; number 94, C, carries -0.90; number 95, C, carries -0.79; number 96, C, carries -0.80; number 97, C, carries 0.06; number 98, H, carries 0.56; number 99, H, carries 0.49